Density functional theory data (ωB97M-V with the def2-TZVPD basis set) for a molecular structure, C34H67BBr2F3IN5O7S.

Its net charge is +1. The value obtained for the largest force on an atom is 5.09 eV/Å. The calculation puts the electronic energy at -8304.0509 a.u. Its spin multiplicity is 1. The gap between HOMO and LUMO is 7.756 eV.

The geometry in XYZ format:
```
121
Properties=species:S:1:pos:R:3:forces:R:3:mulliken_charge:R:1
C -1.74784 -4.32528 -0.53571 1.11 -0.47 -0.22 -1.166
C -0.62304 -3.84141 0.51936 -1.18 -3.73 3.26 0.274
O -0.61660 -4.49072 1.60722 0.23 2.55 -3.88 -0.532
N 0.29813 -2.72859 0.37635 -1.84 0.65 0.91 0.616
C -0.51704 -1.49554 0.40449 -1.94 0.94 -0.75 -0.915
N 1.41491 -2.79853 -0.35948 3.10 -0.02 -2.20 1.016
C 1.34960 -2.97790 -1.79435 -2.60 -1.72 -1.56 0.667
O 0.69820 -1.91813 -2.57423 1.56 -0.51 1.71 -0.532
C 1.13073 -0.59557 -2.28366 -0.83 3.31 -0.01 2.022
C -0.11136 0.40299 -2.62947 0.75 -0.59 -0.64 -1.025
N 0.08019 0.75023 -4.09187 -0.65 1.20 1.25 -0.306
C 0.85571 2.01390 -4.25387 0.07 1.09 -1.79 -0.310
C 2.36087 1.82151 -4.77593 -0.34 -0.38 0.17 0.467
C 2.75312 2.69739 -6.05380 1.31 -0.58 0.36 -1.218
O 3.26158 2.06395 -3.63895 -0.29 0.44 -0.93 -0.490
C 2.60296 -3.60602 -2.59079 -0.74 -0.60 -0.55 -1.903
I 3.15123 -2.50694 -4.44285 -0.22 -0.41 0.77 0.301
B 2.22770 -5.06520 -3.28027 -1.08 -1.54 -1.05 1.078
N 0.97886 -5.20209 -4.12261 1.51 -0.43 1.74 -0.531
O 3.06039 -6.23407 -3.16473 -0.36 1.79 0.84 -0.654
N 3.87523 -3.73212 -1.81115 0.32 0.38 0.14 0.624
C 4.00553 -2.75850 -0.67107 1.89 0.77 2.02 -0.547
S 4.33204 -0.98816 -1.26287 -0.44 0.19 -0.81 -0.345
C 5.41752 -3.13325 0.01683 0.64 1.00 0.18 -0.805
C 6.70515 -2.91396 -0.93514 0.64 -0.16 -0.39 -0.610
C 7.70937 -1.82206 -0.29490 0.94 -1.02 2.61 0.311
O 8.15666 -2.09649 0.84049 -1.36 1.46 -4.18 -0.498
O 8.08711 -0.65746 -1.00408 -1.81 -2.13 1.05 -0.464
C 2.72647 -2.85398 0.36095 -0.44 -0.50 -0.71 2.301
C 2.76015 -1.55881 1.27189 0.76 1.44 1.68 -1.444
C 1.95322 -1.54633 2.64971 -0.32 -0.25 0.80 -0.775
O 1.14909 -0.31207 2.75061 -0.06 -1.27 1.18 -0.354
C 0.79928 -0.18729 4.16501 0.21 0.61 -0.13 -0.672
C -0.57890 0.58280 4.39413 -0.45 -0.20 1.02 0.835
F -1.02924 1.32378 3.29146 0.90 -1.63 2.73 -0.111
F -1.58828 -0.35760 4.78231 1.97 2.31 -1.22 -0.273
F -0.40057 1.42192 5.53605 -0.70 -1.51 -2.81 -0.289
C 2.82312 -4.29725 1.02444 1.91 -1.03 3.54 -0.789
Br 1.98215 -5.93504 0.17955 0.48 1.88 0.08 -0.126
C 3.51109 -4.70004 2.20192 -1.52 -0.50 -1.64 -0.223
C 3.52497 -6.21844 2.77490 -0.30 1.06 -0.49 -1.088
Br 4.59177 -3.47194 3.26013 -0.70 -0.91 -0.56 -0.086
H -1.57028 -5.46019 -0.65773 -0.21 1.74 0.34 0.277
H -1.61791 -3.87359 -1.57289 -0.46 -0.24 1.44 0.266
H -2.79941 -4.22497 -0.10651 1.55 0.19 -0.59 0.344
H -1.26512 -1.59162 1.27862 1.39 0.27 -1.18 0.476
H 0.04124 -0.51155 0.48089 -0.41 -1.57 0.20 0.210
H -1.17568 -1.42015 -0.54554 0.98 -0.08 1.30 0.053
H 0.56272 -3.82642 -1.94715 1.14 1.49 0.15 -0.664
H 1.42610 -0.35391 -1.21373 -0.33 -1.06 -1.11 -0.816
H 1.99119 -0.18803 -2.93862 -1.22 -1.10 0.94 -0.447
H -0.09306 1.34209 -1.96979 0.12 -1.30 -0.78 0.151
H -1.12593 -0.09540 -2.49683 1.44 0.39 -0.11 0.397
H -0.83822 0.93226 -4.51856 0.58 -0.28 0.42 0.325
H 0.88929 2.68442 -3.33081 -0.09 -1.00 -0.95 0.098
H 0.30684 2.62557 -5.06822 0.86 -0.85 1.24 0.371
H 2.52292 0.70747 -5.03281 -0.38 1.74 0.42 -0.177
H 3.04600 3.76062 -5.73438 -0.80 -1.39 -0.59 0.307
H 3.72459 2.23485 -6.47548 -1.46 0.79 0.63 0.314
H 1.99712 2.66186 -6.90223 0.77 0.21 1.34 0.363
H 3.28322 3.02759 -3.44945 -0.12 -0.86 -0.31 0.365
H 0.21267 -5.35209 -3.44689 -0.02 0.38 -0.80 0.228
H 1.05231 -6.05763 -4.70268 -0.13 0.64 0.61 0.257
H 2.76761 -6.82936 -2.44055 0.22 0.45 -0.78 0.289
H 4.64275 -3.64244 -2.51711 -0.33 0.24 0.81 0.661
H 4.02955 -4.68242 -1.39434 -0.65 0.48 -0.35 0.642
H 4.87240 -0.27958 -0.19436 -0.48 -1.32 -0.35 0.298
H 5.48586 -4.20119 0.40466 -0.46 1.50 -0.24 0.389
H 5.56608 -2.34246 0.84266 -0.37 -1.85 -0.94 0.315
H 7.31086 -3.89563 -0.94384 -0.83 1.63 0.08 0.361
H 6.46992 -2.67236 -2.02092 0.18 -0.17 1.33 0.356
H 7.29688 -0.42298 -1.54398 0.82 -0.17 0.06 0.400
H 2.36296 -0.62608 0.71793 0.53 -1.88 0.44 -0.060
H 3.84426 -1.26861 1.54550 -1.68 -0.69 -0.46 0.696
H 2.62408 -1.49129 3.58875 -0.62 -0.49 -1.80 0.606
H 1.23766 -2.44306 2.75128 1.17 1.20 -0.19 0.322
H 0.69184 -1.20988 4.67851 0.08 1.55 -0.77 0.351
H 1.64063 0.42655 4.65366 -1.41 -0.91 -0.43 0.271
H 4.03271 -6.27628 3.78901 -0.38 0.20 -1.55 0.399
H 2.44649 -6.58176 2.92852 1.59 0.57 -0.46 0.307
H 4.04827 -6.83271 1.95835 -0.75 0.63 1.51 0.286
C -2.52911 8.22207 2.63897 0.14 0.10 0.05 -1.196
C -2.04065 7.54491 1.36594 -0.14 0.00 -0.07 -0.423
C -2.84630 6.29836 0.99576 0.08 -0.06 -0.10 -0.940
C -2.79492 5.15853 2.01786 -0.05 0.09 0.10 -0.216
C -1.39557 4.63797 2.34883 -0.14 -0.09 0.02 -0.312
C -0.67788 4.03484 1.14944 0.19 0.00 0.03 -1.288
H -2.42638 7.56956 3.50902 -0.04 0.04 -0.02 0.285
H -1.94456 9.12525 2.83296 -0.09 -0.05 0.05 0.382
H -3.57879 8.51379 2.54740 0.04 -0.04 0.04 0.296
H -0.97869 7.29893 1.46429 -0.03 -0.03 -0.02 0.225
H -2.11398 8.26109 0.54058 0.05 -0.07 0.02 0.397
H -2.49847 5.93146 0.02370 -0.03 0.00 0.04 0.325
H -3.89450 6.58366 0.85009 0.06 0.00 0.01 0.433
H -3.40161 4.32802 1.63788 0.03 0.01 0.03 -0.061
H -3.27739 5.48096 2.94644 0.00 -0.02 -0.05 0.449
H -1.48685 3.86742 3.12128 0.00 0.10 -0.01 0.172
H -0.78226 5.43410 2.78120 -0.05 0.01 -0.01 0.374
H -1.25548 3.20822 0.72487 0.00 0.04 -0.02 0.232
H 0.29781 3.64401 1.45257 -0.04 -0.02 -0.08 0.385
H -0.50770 4.77653 0.36530 -0.02 -0.05 0.00 0.448
C -4.71839 1.39988 2.46959 0.16 0.13 -0.02 -0.731
C -5.96736 2.26296 2.36409 -0.09 -0.06 0.10 -0.307
C -7.24952 1.45166 2.17073 -0.11 0.10 -0.03 -0.949
C -7.31087 0.62182 0.88466 0.11 -0.06 0.02 -0.665
C -7.14647 1.41429 -0.41307 -0.12 -0.10 0.01 -0.299
C -8.24606 2.44467 -0.63404 0.08 0.11 -0.12 -1.206
H -4.54005 0.83294 1.55246 0.00 -0.02 0.04 0.223
H -3.84095 2.02866 2.64558 0.01 -0.11 0.01 0.079
H -4.80030 0.69539 3.30187 0.02 -0.01 -0.07 0.373
H -5.84657 2.98711 1.55227 -0.04 -0.01 0.01 0.161
H -6.06439 2.84814 3.28470 -0.01 0.01 -0.09 0.418
H -8.10523 2.13443 2.20433 0.04 -0.06 -0.01 0.345
H -7.37326 0.77486 3.02398 0.02 0.05 -0.03 0.362
H -8.27208 0.09579 0.85973 0.05 0.03 -0.02 0.402
H -6.54350 -0.15912 0.91854 -0.03 0.02 0.03 0.278
H -7.15735 0.71013 -1.25204 0.06 0.02 0.05 0.355
H -6.17020 1.90809 -0.44002 0.01 -0.03 0.04 0.216
H -9.22967 1.96732 -0.65115 0.04 0.05 0.04 0.299
H -8.10074 2.95112 -1.59210 -0.08 0.00 0.08 0.375
H -8.24636 3.20885 0.14656 -0.04 -0.04 -0.04 0.286
```
Positions in Å, forces in eV/Å.